1.
112
Properties=species:S:1:pos:R:3:lowdin_charge:R:1 method="wB97M-V/def2-TZVPD" homo_lumo_gap_ev=6.44 homo_ev=-13.89 total_charge=+3 de_lowest_kcal_mol=23.53 e_lumo_ev=-7.451
Sn -0.60960 1.91939 0.08594 1.2211
N 2.72308 1.45463 2.32677 0.2272
C 2.87173 0.82395 3.69533 -0.2435
C 3.13570 -0.67800 3.53010 -0.0901
C 1.92271 -1.43286 2.97509 -0.3466
N 1.71307 -1.06675 1.55137 0.0621
C 0.68955 -1.15094 3.84131 -0.0973
C 0.36095 0.32428 4.09936 -0.3383
N -0.31589 0.98197 2.94327 0.0214
C 1.62396 1.06634 4.54972 -0.0850
H 3.62281 1.56300 1.86498 0.1721
H 2.27181 2.37126 2.36133 0.1073
H 2.13284 0.81263 1.75787 0.0968
H 3.72228 1.30473 4.17201 0.1571
H 3.37650 -1.09114 4.51077 0.1397
H 4.01422 -0.84347 2.89283 0.1291
H 2.12640 -2.50338 3.04542 0.1368
H 0.87839 -1.52726 1.20641 0.0634
H 2.48453 -1.44807 1.00807 0.0727
H 0.89025 -1.60559 4.81587 0.1357
H -0.18970 -1.65841 3.42781 0.1230
H -0.33173 0.34715 4.93961 0.1449
H -0.43068 1.96604 3.17264 0.0476
H -1.25693 0.60953 2.90937 0.0647
H 1.86630 0.71204 5.55307 0.1411
H 1.42338 2.14018 4.63448 0.1292
I -1.81190 3.59704 -2.04831 1.0344
C -2.61457 2.96106 -3.94421 -1.0864
I -2.30081 0.94122 -4.44929 0.8238
H -2.12585 3.58798 -4.67657 -0.0297
H -3.67729 3.15214 -3.88686 -0.0286
C 1.95014 0.02705 -1.88301 -0.0650
C 1.73933 -0.59081 -3.24135 -0.2996
C 2.36422 -0.04676 -4.36064 -0.0138
C 2.24932 -0.63365 -5.61525 -0.0222
C 1.49259 -1.78658 -5.79547 -0.0391
C 0.83519 -2.34610 -4.71052 -0.1008
C 0.97967 -1.73453 -3.46394 -0.2851
Sb 0.08766 -2.90324 -1.95897 1.8803
C 1.59638 -3.71144 -0.75813 -0.2891
C 2.88315 -3.24164 -1.04539 -0.1292
C 3.95777 -3.69434 -0.30252 -0.0605
C 3.74036 -4.63049 0.70480 -0.0341
C 2.46177 -5.10748 0.96198 -0.0237
C 1.35213 -4.66554 0.24051 -0.2819
C -0.00422 -5.25478 0.56120 -0.0342
C -1.13757 -4.37476 -2.80220 -0.2978
C -0.58957 -5.66130 -2.80987 -0.1141
C -1.33076 -6.70105 -3.33917 -0.0454
C -2.60377 -6.44582 -3.83996 -0.0245
C -3.11990 -5.15742 -3.83937 -0.0134
C -2.39199 -4.08066 -3.33316 -0.2810
C -2.96321 -2.68605 -3.41990 -0.0532
H 2.99708 -0.05786 -1.58229 0.0981
H 1.33109 -0.45489 -1.12343 0.0197
H 1.70633 1.08968 -1.89901 0.0733
H 2.96031 0.85270 -4.23886 0.1315
H 2.76297 -0.19137 -6.46078 0.1261
H 1.40933 -2.24922 -6.77098 0.1253
H 0.23476 -3.24056 -4.84571 0.1040
H 3.04656 -2.54437 -1.86110 0.0935
H 4.95742 -3.33321 -0.51485 0.1201
H 4.57775 -5.00434 1.28300 0.1236
H 2.31289 -5.86179 1.72959 0.1323
H -0.19569 -5.21882 1.63526 0.0972
H -0.03491 -6.30776 0.27048 0.1030
H -0.82244 -4.75086 0.05690 0.0402
H 0.40112 -5.84961 -2.40572 0.1062
H -0.92133 -7.70482 -3.35631 0.1238
H -3.19654 -7.26055 -4.24058 0.1258
H -4.10701 -4.96741 -4.25067 0.1321
H -3.99398 -2.65344 -3.06309 0.1032
H -2.97077 -2.34362 -4.45792 0.0829
H -2.38872 -1.95056 -2.84631 0.0123
Br -7.42142 -1.31678 1.96059 0.8582
C -5.70177 -1.27153 1.23133 -0.6766
C -4.99754 -2.45811 1.06655 -0.0867
C -3.72728 -2.42256 0.52359 0.0078
C -3.16020 -1.20393 0.13447 -0.1436
C -3.88388 -0.02075 0.30705 -0.0229
C -5.14849 -0.05202 0.85954 -0.1093
C -1.85050 -1.17085 -0.52925 -0.5443
O -1.13229 -2.30634 -0.44614 -0.2086
O -1.44325 -0.16250 -1.12935 -0.2092
H -5.44303 -3.39621 1.36891 0.1168
H -3.16694 -3.33978 0.38906 0.1204
H -3.45711 0.92629 -0.00447 0.0874
H -5.71677 0.86126 0.99201 0.1150
N 2.46574 10.02410 0.92862 0.1549
C 2.05793 8.73582 0.93001 -0.2835
C 2.16396 7.94875 -0.23893 -0.0058
C 1.76479 6.63753 -0.24003 -0.0501
C 1.25879 6.07493 0.93776 -0.3321
C 1.12753 6.83885 2.10730 -0.0570
C 1.52260 8.15222 2.10118 -0.0054
S 0.65112 4.47361 0.93079 0.5372
O 0.79734 3.87059 2.26707 -0.3628
O 1.32281 3.66890 -0.10696 -0.4583
N -0.90031 4.37805 0.50282 -0.3646
C -1.86437 4.05398 1.45744 -0.8048
S -2.58528 5.04608 2.65473 1.1443
C -3.53688 3.70823 3.18702 -0.3342
C -3.27920 2.62084 2.42955 -0.2208
N -2.31623 2.81628 1.44859 -0.1266
H 2.84736 10.44643 0.10181 0.1169
H 2.37956 10.59786 1.74739 0.1169
H 2.56097 8.39653 -1.14450 0.1245
H 1.84776 6.03570 -1.13788 0.1199
H 0.73379 6.38381 3.01058 0.1152
H 1.42387 8.75286 3.00094 0.1252
H -4.24174 3.81798 3.99895 0.0893
H -3.75193 1.65329 2.52895 0.1045

2.
15
Properties=species:S:1:pos:R:3:lowdin_charge:R:1 method="wB97M-V/def2-TZVPD" homo_lumo_gap_ev=9.49 homo_ev=-9.45 smiles="CC1=NC(=O)C=CC1" de_lowest_kcal_mol=19.54 e_lumo_ev=0.037
C 1.22335 1.42113 -1.05867 -0.0252
C 0.26929 0.62440 -0.22992 -0.2974
N -0.08899 1.14550 0.89764 0.1780
C -0.52448 0.26276 1.84634 -0.4739
O -0.79453 0.54693 2.98406 0.0922
C -0.50118 -1.22211 1.37696 0.0024
C -0.75700 -1.53748 0.11020 -0.0840
C -0.42666 -0.51615 -0.93177 -0.1245
H 2.10473 0.83356 -1.28520 0.0873
H 1.52544 2.32134 -0.53890 0.0814
H 0.74774 1.71863 -1.99150 0.0884
H -0.64678 -1.93305 2.18492 0.1053
H -1.04524 -2.53396 -0.20957 0.1080
H 0.23518 -0.95535 -1.68309 0.1228
H -1.32087 -0.17618 -1.47149 0.1393

3.
11
Properties=species:S:1:pos:R:3:lowdin_charge:R:1 method="wB97M-V/def2-TZVPD" homo_lumo_gap_ev=8.75 homo_ev=-7.90 de_lowest_kcal_mol=69.74 e_lumo_ev=0.845
C -0.68497 -0.83214 -0.87617 -0.0470
C -0.29539 0.31380 0.06005 -0.5157
C 1.13964 0.48692 0.57980 -0.0483
N -1.18814 1.24959 0.35100 0.0342
H -1.74113 -0.66763 -1.05298 0.0717
H -0.38271 -1.79418 -0.45841 0.0760
H -0.12009 -0.80516 -1.81258 0.0806
H 1.03483 1.17238 1.41568 0.0722
H -1.10246 0.39696 1.11053 0.1243
H 1.60797 -0.43774 0.90873 0.0691
H 1.73245 0.91719 -0.22564 0.0830

4.
55
Properties=species:S:1:pos:R:3:lowdin_charge:R:1 method="wB97M-V/def2-TZVPD" homo_lumo_gap_ev=10.22 homo_ev=-10.15 smiles="O=S1(=O)CCCC1.BrCCBr.BrCCBr.BrCCBr.BrCCBr.BrCCBr" de_lowest_kcal_mol=23.55 e_lumo_ev=0.070
O 2.38363 -2.58821 2.65575 -0.3467
S 3.74472 -2.09658 2.62757 0.7466
O 4.71695 -2.44538 1.56728 -0.3599
C 3.77648 -0.16307 2.64776 -0.2081
C 4.33005 0.32604 3.96756 -0.2029
C 5.18429 -0.84919 4.49923 -0.2589
C 4.45946 -2.14076 4.36247 -0.2291
H 2.78772 0.21522 2.38823 0.0916
H 4.35249 0.26044 1.82499 0.0929
H 4.72107 1.33686 3.85156 0.1179
H 3.49404 0.37832 4.66503 0.1099
H 5.37961 -0.88338 5.57104 0.1158
H 6.15146 -0.98400 4.01498 0.1171
H 3.62450 -1.95474 5.03800 0.1021
H 4.93266 -3.10127 4.56645 0.1119
Br -3.92723 -4.49719 -5.41040 0.5553
C -1.97423 -4.38648 -5.91933 -0.6444
C -1.66657 -5.60343 -6.80841 -0.6702
Br 0.22772 -5.53064 -7.46269 0.5573
H -1.37450 -4.38057 -5.00916 0.0537
H -1.66650 -3.52320 -6.50938 0.0513
H -2.33021 -5.61435 -7.67303 0.0497
H -1.71977 -6.48499 -6.16958 0.0472
Br -9.57507 4.91754 1.09725 0.5432
C -8.73827 3.09921 1.31443 -0.6372
C -9.21920 2.19875 0.11099 -0.6527
Br -8.33867 0.41878 0.25255 0.5620
H -9.11870 2.78663 2.28688 0.0410
H -7.66335 3.18117 1.47545 0.0489
H -8.96791 2.61713 -0.86365 0.0471
H -10.29521 2.08561 0.24324 0.0480
Br -2.45346 1.72134 -0.08105 0.5884
C -2.90558 1.10547 -1.93026 -0.6384
C -1.64530 1.35896 -2.71915 -0.6138
Br -2.06432 1.91723 -4.69486 0.4770
H -3.70586 1.77311 -2.24948 0.0408
H -3.22669 0.06552 -1.98936 0.0683
H -0.95548 0.52288 -2.60419 0.0669
H -1.19241 2.26344 -2.31308 0.0106
Br 4.91775 -2.64389 -4.73696 0.5599
C 6.60527 -3.69767 -4.57619 -0.6463
C 7.41702 -3.77962 -5.92729 -0.6324
Br 9.38937 -3.94975 -5.60520 0.5529
H 6.40050 -4.69767 -4.19388 0.0566
H 7.30130 -3.15889 -3.93326 0.0255
H 7.20823 -2.93258 -6.58076 0.0424
H 7.15726 -4.72972 -6.39413 0.0414
Br 0.33944 5.92574 6.58444 0.5424
C -1.64647 5.90464 6.41894 -0.7100
C -2.31917 7.31235 6.53762 -0.6357
Br -4.00363 7.00993 5.61942 0.6239
H -2.05140 5.21216 7.15691 0.0498
H -1.82041 5.28087 5.54216 0.0247
H -1.88821 8.07540 5.88946 0.0440
H -2.54905 7.54673 7.57701 0.0609